[1]
115
Properties=species:S:1:pos:R:3:forces:R:3 method="wB97M-V/def2-TZVPD" fmax_ha_per_bohr=0.0052 total_energy_ha=-4202.50584 s2=6.013 relative_energy_kj_mol=0.0 e_homo_ev="-12.76 / -13.35" multiplicity=5 lumo_energy_ev="-4.581 / -7.714" total_charge=+2
Pt 1.336 -0.404 0.329 0.05 -0.04 -0.14
C 6.304 -0.344 -0.558 0.00 0.01 -0.02
Si 4.526 -0.027 -1.053 -0.06 -0.02 -0.03
C 4.355 -0.418 -2.871 0.00 0.01 0.00
C 4.139 1.793 -0.821 0.02 0.02 -0.01
C 3.387 -1.089 0.048 0.07 0.04 0.16
Si 3.126 -2.874 -0.580 0.01 0.00 0.00
C 4.795 -3.678 -0.840 -0.02 -0.02 -0.03
C 2.181 -2.838 -2.211 0.00 -0.02 -0.01
C 2.161 -3.911 0.646 -0.01 0.00 0.00
Si 3.830 -0.920 1.894 0.00 -0.06 -0.01
C 4.207 0.825 2.443 0.00 -0.01 0.00
C 5.187 -2.095 2.405 -0.01 0.02 0.00
C 2.281 -1.444 2.888 -0.04 0.01 0.02
C 2.304 -2.017 4.153 -0.02 -0.01 0.01
C 1.117 -2.386 4.770 0.01 -0.01 0.00
C -0.084 -2.192 4.103 0.00 0.01 -0.01
C -0.054 -1.619 2.846 -0.03 -0.01 -0.02
N 1.094 -1.248 2.281 0.04 0.01 0.01
H 6.941 0.231 -1.236 0.01 0.00 0.01
H 6.582 -1.393 -0.664 0.01 -0.01 0.01
H 6.547 -0.026 0.456 -0.02 0.01 0.01
H 5.032 0.245 -3.418 0.01 -0.01 0.00
H 3.351 -0.244 -3.257 -0.04 0.00 0.01
H 4.643 -1.441 -3.114 -0.01 -0.02 -0.01
H 4.525 2.349 -1.680 -0.01 0.02 0.00
H 4.603 2.209 0.073 -0.01 0.00 0.01
H 3.062 1.965 -0.760 -0.03 0.02 -0.01
H 5.391 -3.176 -1.602 0.01 0.01 -0.02
H 4.625 -4.702 -1.182 0.00 0.00 0.00
H 5.385 -3.732 0.075 0.00 0.01 0.01
H 2.842 -3.031 -3.057 0.00 0.00 0.00
H 1.699 -1.874 -2.387 0.01 0.01 -0.01
H 1.412 -3.614 -2.207 0.01 0.00 0.00
H 2.628 -3.961 1.632 0.01 0.00 0.00
H 2.112 -4.935 0.264 0.01 0.00 -0.01
H 1.136 -3.557 0.767 0.01 -0.03 0.01
H 5.174 1.171 2.075 0.01 0.00 0.00
H 4.239 0.860 3.535 0.00 0.00 0.00
H 3.447 1.534 2.105 0.00 0.01 0.00
H 6.086 -1.968 1.803 0.00 0.01 -0.01
H 4.868 -3.136 2.333 0.01 -0.01 0.00
H 5.457 -1.893 3.445 0.00 -0.01 0.00
H 3.251 -2.186 4.648 0.00 0.01 0.01
H 1.128 -2.833 5.755 0.00 0.00 0.00
H -1.028 -2.482 4.542 0.00 0.00 0.00
H -0.951 -1.456 2.262 0.01 0.00 -0.01
C 1.953 4.652 0.669 0.01 -0.01 -0.03
Si 0.727 4.131 -0.632 -0.08 0.01 -0.03
C -0.839 5.143 -0.638 -0.01 -0.02 -0.02
C 1.431 4.006 -2.345 0.02 0.01 0.01
Sb -0.109 1.809 0.285 -0.10 0.18 0.17
Si -1.172 0.280 -3.605 0.18 -0.06 -0.02
C -1.994 1.894 -3.211 -0.01 0.03 -0.01
C -2.048 -0.844 -4.781 -0.07 -0.01 0.01
C 0.598 0.497 -4.121 0.02 0.01 -0.05
Si -0.969 2.203 2.732 0.00 -0.05 0.04
C -1.480 3.990 2.834 0.01 0.01 0.00
C 0.546 1.840 3.778 -0.01 -0.03 0.01
C -2.418 1.102 3.121 -0.01 0.01 -0.04
H 2.332 5.647 0.414 -0.01 0.00 0.00
H 2.805 3.974 0.716 0.02 0.00 0.01
H 1.500 4.715 1.660 0.01 -0.01 -0.01
H -0.606 6.183 -0.397 0.02 0.00 -0.02
H -1.588 4.802 0.076 0.02 0.01 0.03
H -1.290 5.120 -1.631 -0.02 -0.01 0.01
H 1.801 4.999 -2.619 -0.01 0.00 0.00
H 0.656 3.739 -3.064 0.01 -0.02 0.00
H 2.260 3.310 -2.440 0.04 -0.04 0.02
H -2.187 1.971 -2.139 0.00 0.02 0.01
H -2.956 2.000 -3.711 -0.01 -0.06 -0.01
H -1.357 2.726 -3.519 -0.01 0.00 0.00
H -3.070 -1.073 -4.485 0.00 0.02 -0.01
H -1.496 -1.770 -4.952 -0.02 0.00 -0.01
H -2.096 -0.334 -5.748 -0.01 0.03 0.01
H 1.140 1.133 -3.416 0.00 0.00 0.01
H 0.674 0.953 -5.111 -0.02 0.04 0.01
H 1.105 -0.468 -4.172 0.01 -0.02 -0.02
H -0.683 4.693 2.590 -0.01 -0.01 0.00
H -1.776 4.177 3.872 0.00 0.02 0.00
H -2.345 4.202 2.206 0.00 0.00 0.00
H 0.805 2.716 4.377 -0.01 0.00 0.00
H 1.423 1.573 3.188 0.00 0.01 0.01
H 0.346 1.014 4.464 0.00 -0.01 0.00
H -3.335 1.551 2.737 -0.01 -0.02 -0.01
H -2.507 1.001 4.206 0.01 0.03 0.01
H -2.338 0.113 2.678 0.00 0.02 0.04
C -9.611 -0.213 1.294 0.00 0.00 0.00
C -8.197 -0.302 0.798 0.01 -0.01 0.05
C -7.141 -0.490 1.692 -0.05 0.00 -0.02
C -5.834 -0.543 1.250 0.02 0.01 0.01
C -5.577 -0.416 -0.111 0.04 0.02 0.05
C -6.604 -0.230 -1.022 -0.04 -0.04 -0.01
C -7.909 -0.173 -0.558 0.03 -0.01 -0.04
S -3.925 -0.502 -0.683 -0.01 -0.03 0.07
O -3.892 -0.096 -2.062 0.01 0.04 -0.01
O -3.078 0.151 0.288 0.02 0.02 0.00
N -3.508 -2.091 -0.664 0.04 0.01 -0.06
C -3.079 -2.775 -1.874 0.03 0.01 -0.01
C -1.543 -2.839 -2.036 -0.07 0.03 0.02
C -0.851 -1.626 -1.474 -0.02 -0.02 0.07
O -0.230 -1.758 -0.402 0.00 0.00 -0.04
O -0.913 -0.477 -2.046 0.04 -0.05 -0.08
H -9.750 -0.794 2.204 0.00 0.00 0.00
H -10.316 -0.568 0.544 0.00 0.00 0.00
H -9.866 0.824 1.521 0.00 0.00 0.00
H -7.352 -0.593 2.749 0.00 0.00 0.00
H -5.022 -0.673 1.954 0.00 0.01 -0.02
H -6.383 -0.129 -2.076 -0.01 0.01 0.00
H -8.717 -0.026 -1.263 0.00 0.00 0.00
H -3.097 -2.383 0.212 -0.06 -0.04 0.01
H -3.529 -2.256 -2.714 -0.01 -0.01 0.02
H -3.470 -3.791 -1.865 0.01 -0.01 -0.03
H -1.288 -2.938 -3.091 -0.01 -0.04 -0.01
H -1.143 -3.702 -1.507 0.02 0.02 0.02

=====

[2]
104
Properties=species:S:1:pos:R:3:forces:R:3 method="wB97M-V/def2-TZVPD" fmax_ha_per_bohr=0.0120 total_energy_ha=-2187.55761 relative_energy_kj_mol=0.0 e_homo_ev=-8.76 lumo_energy_ev=0.700
C 8.402 -6.767 -1.673 -0.02 0.02 0.03
C 9.426 -6.344 -0.625 0.00 -0.06 -0.07
C 9.139 -4.957 -0.023 -0.10 -0.16 0.08
C 8.792 -5.018 1.469 0.11 0.01 0.04
C 8.874 -3.688 2.256 -0.16 0.05 -0.06
C 9.105 -2.416 1.438 -0.04 0.02 -0.04
C 8.813 -1.152 2.255 0.09 -0.01 0.11
C 9.717 0.030 1.914 -0.18 0.14 -0.01
C 9.606 0.482 0.452 0.06 0.04 0.09
C 8.499 1.524 0.212 -0.14 -0.09 0.02
C 7.559 1.172 -0.944 -0.01 -0.07 0.06
C 6.766 2.362 -1.510 0.01 0.10 0.17
C 5.273 2.357 -1.153 0.02 -0.01 0.03
C 4.376 3.013 -2.205 -0.01 0.10 0.12
C 2.904 2.587 -2.102 0.07 0.15 0.01
C 2.054 3.587 -1.317 0.10 -0.01 0.01
C 0.890 2.943 -0.598 0.04 0.07 0.28
O 0.133 2.113 -1.488 -0.02 0.14 -0.14
C -1.245 2.319 -1.236 -0.05 0.01 0.11
C -1.337 3.806 -0.909 -0.04 -0.04 -0.17
C -2.673 4.404 -0.441 0.03 -0.09 0.09
C -3.639 3.474 0.321 -0.01 0.14 0.11
C -4.959 3.265 -0.416 0.05 0.06 0.06
C -5.920 2.340 0.333 -0.21 0.14 0.01
C -6.921 1.610 -0.575 0.04 0.01 -0.14
C -7.263 0.192 -0.106 -0.01 -0.03 0.12
C -8.438 0.168 0.874 0.04 0.12 0.05
C -9.808 0.252 0.180 -0.03 0.06 0.17
C -10.577 -1.077 0.170 -0.04 0.06 -0.16
C -11.633 -1.140 1.272 0.24 -0.04 0.12
C -12.295 -2.506 1.446 -0.15 0.01 -0.01
C -12.674 -3.171 0.136 0.09 -0.16 0.05
O -13.566 -4.229 0.419 -0.20 0.09 0.01
C -14.052 -4.867 -0.740 0.06 -0.07 0.01
C -0.102 3.972 -0.006 -0.21 0.07 -0.16
P -0.372 3.717 1.772 0.51 -0.07 0.35
S 1.242 3.645 2.865 -0.20 0.05 -0.16
H 8.361 -6.037 -2.485 -0.01 -0.02 -0.01
H 8.650 -7.736 -2.107 -0.02 -0.03 0.00
H 7.402 -6.836 -1.237 0.01 0.01 -0.02
H 10.417 -6.348 -1.087 0.00 -0.03 0.05
H 9.453 -7.093 0.172 0.04 0.01 -0.04
H 8.292 -4.530 -0.568 0.16 0.21 0.00
H 10.001 -4.305 -0.173 -0.06 0.03 -0.05
H 7.785 -5.432 1.574 0.05 -0.07 -0.03
H 9.464 -5.744 1.935 -0.03 0.03 0.03
H 7.941 -3.547 2.809 0.02 -0.04 0.04
H 9.661 -3.757 3.011 -0.02 0.03 0.01
H 10.139 -2.371 1.079 -0.04 -0.09 -0.02
H 8.466 -2.437 0.552 0.08 0.04 -0.04
H 7.765 -0.863 2.126 0.00 -0.03 0.04
H 8.939 -1.390 3.316 -0.03 0.06 0.02
H 10.752 -0.213 2.170 -0.02 -0.12 -0.08
H 9.435 0.873 2.552 0.14 0.01 0.05
H 9.417 -0.388 -0.186 0.10 0.01 0.03
H 10.566 0.896 0.137 -0.04 -0.03 -0.09
H 8.944 2.505 0.022 0.02 -0.04 0.07
H 7.901 1.619 1.126 0.02 0.13 -0.04
H 8.139 0.694 -1.737 0.02 0.09 -0.03
H 6.858 0.411 -0.583 0.07 -0.07 -0.11
H 6.875 2.395 -2.598 -0.03 -0.04 0.03
H 7.218 3.281 -1.124 -0.02 0.04 -0.19
H 5.135 2.867 -0.193 -0.08 -0.15 0.04
H 4.944 1.324 -1.004 0.02 0.02 -0.09
H 4.769 2.790 -3.201 -0.03 -0.07 0.04
H 4.427 4.100 -2.083 0.10 0.00 -0.20
H 2.836 1.609 -1.615 0.03 -0.02 -0.09
H 2.490 2.473 -3.104 -0.12 -0.10 0.04
H 1.696 4.384 -1.978 -0.02 0.00 -0.01
H 2.666 4.066 -0.545 -0.02 0.00 0.01
H 1.307 2.325 0.205 -0.06 -0.14 -0.03
H -1.558 1.684 -0.398 -0.09 0.03 -0.02
H -1.823 2.039 -2.118 0.10 -0.05 -0.03
H -1.071 4.296 -1.851 0.03 0.10 0.06
H -2.457 5.277 0.179 0.02 0.07 -0.10
H -3.186 4.797 -1.322 -0.04 -0.06 0.02
H -3.859 3.905 1.302 0.02 -0.07 0.03
H -3.185 2.500 0.514 -0.03 0.02 0.00
H -5.425 4.247 -0.551 -0.03 -0.04 -0.15
H -4.755 2.878 -1.421 0.02 -0.06 0.05
H -5.354 1.611 0.922 0.05 0.00 -0.11
H -6.476 2.951 1.050 0.10 -0.12 0.18
H -6.516 1.574 -1.591 0.04 -0.05 0.03
H -7.839 2.202 -0.637 -0.01 -0.05 -0.13
H -7.487 -0.446 -0.967 -0.06 -0.01 0.04
H -6.385 -0.241 0.382 0.04 -0.01 -0.11
H -8.388 -0.735 1.489 -0.07 0.02 0.00
H -8.321 1.012 1.561 0.04 -0.05 0.05
H -10.422 0.995 0.696 -0.06 0.02 -0.09
H -9.681 0.621 -0.841 0.06 0.00 0.03
H -9.873 -1.908 0.292 -0.04 0.00 -0.09
H -11.060 -1.206 -0.803 0.01 -0.10 0.04
H -12.389 -0.369 1.084 0.00 -0.06 -0.07
H -11.148 -0.865 2.214 -0.09 0.04 0.04
H -13.216 -2.402 2.024 0.02 0.04 0.06
H -11.649 -3.175 2.020 0.05 -0.02 -0.08
H -11.783 -3.570 -0.369 -0.02 0.10 -0.08
H -13.158 -2.452 -0.542 0.02 0.00 0.03
H -13.360 -5.645 -1.087 0.01 0.09 -0.05
H -14.215 -4.147 -1.551 -0.01 -0.04 0.02
H -15.004 -5.334 -0.494 0.03 -0.02 0.03
H 0.273 4.998 -0.064 0.17 -0.09 -0.03
H -1.259 4.750 2.112 -0.15 -0.06 0.00
H -1.181 2.573 1.874 -0.13 0.05 -0.06

=====

[3]
112
Properties=species:S:1:pos:R:3:forces:R:3 method="wB97M-V/def2-TZVPD" fmax_ha_per_bohr=0.0169 total_energy_ha=-2593.74133 e_homo_ev=-3.00 lumo_energy_ev=1.978 total_charge=-1
N 3.039 3.687 -3.214 0.41 0.20 0.49
P 2.074 4.945 -3.103 -0.14 -0.44 -0.01
C 0.363 4.690 -2.756 -0.15 0.58 -0.18
I -0.342 3.062 -3.975 -0.03 0.07 -0.16
H 3.778 3.734 -2.493 -0.63 -0.05 -0.58
H 2.490 5.873 -2.117 -0.13 0.18 -0.15
H 2.195 5.749 -4.292 0.04 0.10 0.09
H -0.241 5.570 -3.106 0.54 -0.61 0.29
C -2.146 -1.000 -1.405 0.06 -0.03 -0.07
C -1.411 0.330 -1.260 0.09 0.09 -0.02
C -2.563 1.294 -1.020 0.06 0.00 0.03
O -3.567 0.539 -0.314 -0.05 0.06 -0.03
C -3.246 -0.847 -0.368 -0.06 -0.05 0.02
H -1.522 -1.875 -1.226 -0.02 0.02 -0.01
H -2.574 -1.083 -2.407 -0.01 0.01 0.01
H -0.751 0.304 -0.387 -0.01 0.01 -0.01
H -0.819 0.623 -2.127 -0.03 -0.06 0.07
H -2.975 1.660 -1.963 0.00 -0.02 0.00
H -2.284 2.157 -0.413 -0.02 0.00 -0.03
H -2.895 -1.176 0.619 0.00 -0.02 0.05
H -4.155 -1.405 -0.608 0.01 -0.01 0.00
C -1.665 1.457 2.438 0.04 0.00 -0.03
C -3.143 1.709 2.723 -0.04 0.06 -0.04
C -3.316 0.990 4.051 -0.05 -0.03 -0.01
O -2.066 1.093 4.737 0.00 -0.02 0.08
C -1.062 1.562 3.830 0.06 -0.04 -0.03
H -1.229 2.167 1.737 0.02 0.00 -0.01
H -1.526 0.451 2.032 -0.01 0.02 0.01
H -3.326 2.780 2.838 0.01 -0.02 0.03
H -3.795 1.328 1.937 0.05 0.01 0.01
H -3.541 -0.070 3.890 -0.05 0.01 -0.01
H -4.098 1.419 4.682 0.02 -0.01 0.00
H -0.812 2.600 4.076 0.00 0.01 0.00
H -0.166 0.951 3.962 0.00 0.02 0.00
C 0.151 -5.145 1.269 0.03 0.00 0.02
C -0.563 -6.185 0.408 -0.05 -0.05 0.03
C -1.364 -5.296 -0.535 0.02 -0.04 -0.03
O -0.587 -4.115 -0.719 -0.01 0.00 -0.04
C 0.469 -4.068 0.240 -0.01 0.03 0.05
H 1.042 -5.526 1.768 -0.01 0.01 0.00
H -0.528 -4.756 2.032 0.00 0.00 -0.01
H 0.165 -6.777 -0.152 -0.01 0.02 0.00
H -1.197 -6.868 0.976 0.03 0.03 0.00
H -2.333 -5.029 -0.097 0.00 0.01 0.01
H -1.542 -5.750 -1.512 0.00 0.01 0.03
H 1.421 -4.267 -0.262 0.00 0.00 0.00
H 0.507 -3.062 0.663 0.01 -0.01 0.00
C 4.393 8.664 -5.171 -0.04 0.03 -0.03
C 5.442 9.212 -4.205 0.00 0.03 0.01
C 5.607 8.037 -3.248 0.00 0.01 -0.01
O 5.382 6.864 -4.018 0.10 -0.04 0.04
C 4.805 7.201 -5.277 -0.05 -0.01 0.02
H 4.380 9.168 -6.138 0.01 0.00 0.02
H 3.397 8.739 -4.729 0.02 -0.01 -0.01
H 6.379 9.409 -4.733 -0.01 -0.01 0.00
H 5.135 10.127 -3.697 0.00 -0.01 -0.01
H 4.873 8.084 -2.435 -0.01 0.00 0.00
H 6.605 7.980 -2.807 -0.02 0.00 0.00
H 5.557 7.053 -6.061 -0.02 0.02 -0.03
H 3.960 6.536 -5.465 0.06 -0.04 0.02
C 0.363 1.746 -8.927 0.04 0.02 0.00
C -1.137 2.026 -8.857 -0.04 0.04 0.00
C -1.570 1.094 -7.730 -0.02 0.12 0.03
O -0.457 0.989 -6.854 -0.04 -0.22 -0.01
C 0.703 1.564 -7.453 0.05 0.04 0.03
H 0.934 2.551 -9.390 -0.01 -0.01 0.01
H 0.551 0.824 -9.484 -0.01 0.00 0.01
H -1.307 3.066 -8.566 0.00 -0.02 0.00
H -1.668 1.836 -9.790 0.02 -0.01 0.01
H -1.829 0.099 -8.116 0.01 0.00 -0.01
H -2.422 1.479 -7.166 0.01 -0.02 -0.01
H 0.919 2.518 -6.963 -0.01 -0.01 0.00
H 1.548 0.894 -7.280 -0.01 0.01 -0.01
C 2.731 2.497 1.775 0.04 -0.05 -0.01
C 2.320 1.604 0.602 -0.02 0.02 0.02
C 1.667 2.611 -0.340 -0.06 -0.12 -0.08
O 2.358 3.837 -0.116 0.11 0.36 0.11
C 3.163 3.766 1.044 -0.07 -0.20 0.01
H 3.524 2.076 2.396 -0.01 0.00 0.00
H 1.868 2.704 2.414 -0.03 0.00 0.01
H 3.204 1.165 0.133 0.00 0.00 0.00
H 1.644 0.795 0.885 0.01 0.01 0.00
H 0.605 2.752 -0.108 -0.01 0.01 0.00
H 1.755 2.371 -1.401 0.00 -0.01 0.05
H 4.221 3.702 0.757 0.02 0.02 0.00
H 3.023 4.676 1.633 0.00 -0.02 0.01
C -2.843 -2.583 5.323 0.03 0.07 -0.01
C -3.167 -3.303 6.630 0.00 0.00 0.03
C -3.776 -4.602 6.117 0.04 -0.03 0.05
O -3.125 -4.885 4.878 -0.10 -0.05 -0.01
C -2.386 -3.739 4.445 0.02 0.03 -0.02
H -2.086 -1.805 5.423 -0.04 0.01 0.00
H -3.746 -2.125 4.912 0.01 -0.04 0.01
H -2.250 -3.508 7.187 -0.01 0.00 -0.01
H -3.846 -2.747 7.277 0.02 -0.01 -0.02
H -4.853 -4.496 5.943 0.00 0.01 -0.01
H -3.617 -5.446 6.792 -0.02 0.01 -0.01
H -1.316 -3.934 4.577 0.03 0.00 0.00
H -2.582 -3.581 3.384 0.00 0.01 -0.01
C -0.225 -8.763 6.351 0.00 -0.03 0.03
C -0.784 -8.506 4.954 -0.06 -0.01 -0.03
C -0.517 -7.016 4.791 0.03 0.03 -0.09
O 0.682 -6.747 5.529 0.01 0.01 0.00
C 1.004 -7.863 6.352 0.01 0.01 0.06
H 0.021 -9.809 6.540 -0.01 0.02 -0.01
H -0.939 -8.435 7.111 0.01 0.00 -0.02
H -0.225 -9.082 4.213 0.00 0.01 0.00
H -1.841 -8.750 4.853 0.02 0.00 0.01
H -1.339 -6.417 5.194 0.02 -0.02 -0.02
H -0.355 -6.719 3.751 -0.02 -0.02 0.07
H 1.873 -8.386 5.937 0.00 0.00 -0.01
H 1.268 -7.498 7.347 0.01 -0.01 -0.02